7 unconnected molecules or ions with the total composition C49H80BF6N4O23P, computed with ωB97M-V/def2-TZVPD.

Structure (XYZ):
```
164
Properties=species:S:1:pos:R:3
C -5.20 -2.53 1.81
C -4.88 -3.02 0.39
C -5.00 -1.93 -0.69
C -3.62 -1.38 -1.08
C -3.67 -0.02 -1.78
C -2.31 0.66 -1.91
C -1.68 1.69 -0.91
B -2.59 3.05 -0.95
O -2.27 4.10 -0.09
N -3.76 3.18 -1.82
C -3.70 4.41 -2.63
C -4.95 3.23 -0.93
C -0.17 1.80 -1.36
C 0.27 1.51 -2.83
C 0.16 2.60 -3.89
C 1.21 2.33 -4.98
C -1.20 2.68 -4.59
N 0.43 3.05 -0.97
C 1.82 3.16 -0.56
C 2.35 4.55 -0.86
C 1.85 5.62 0.11
C 2.50 5.53 1.50
C 0.40 0.53 -0.60
O 1.52 0.08 -0.69
N -0.60 -0.04 0.18
C -1.50 1.08 0.53
P -3.11 0.81 1.44
N -3.55 2.08 2.24
C -0.66 1.90 1.57
O -0.43 3.07 1.56
C -0.06 1.14 2.83
F -0.27 1.94 3.89
F -0.70 -0.03 3.06
C 1.45 0.75 2.88
F 1.62 0.21 4.12
F 1.71 -0.21 1.99
C 2.52 1.89 2.74
F 3.02 1.85 1.50
F 1.96 3.09 2.95
C 3.67 1.65 3.74
O 4.63 0.99 3.46
O 3.45 2.26 4.90
H -5.45 -1.46 1.83
H -6.03 -3.07 2.26
H -4.35 -2.66 2.48
H -3.85 -3.37 0.37
H -5.49 -3.89 0.14
H -5.62 -1.13 -0.30
H -5.46 -2.35 -1.58
H -3.20 -2.08 -1.80
H -2.97 -1.38 -0.20
H -4.46 0.63 -1.38
H -3.99 -0.22 -2.80
H -2.34 1.22 -2.84
H -1.61 -0.16 -2.08
H -1.84 4.87 -0.47
H -3.89 4.18 -3.68
H -4.46 5.13 -2.32
H -2.72 4.89 -2.59
H -4.97 4.15 -0.34
H -4.95 2.40 -0.23
H -5.85 3.18 -1.54
H -0.12 0.58 -3.24
H 1.34 1.32 -2.69
H 0.39 3.58 -3.47
H 1.34 3.20 -5.62
H 0.90 1.49 -5.61
H 2.18 2.06 -4.55
H -1.07 3.07 -5.61
H -1.67 1.70 -4.69
H -1.89 3.37 -4.10
H -0.18 3.58 -0.37
H 2.41 2.41 -1.09
H 1.90 2.98 0.52
H 2.03 4.82 -1.87
H 3.44 4.56 -0.87
H 0.76 5.59 0.19
H 2.10 6.59 -0.32
H 2.90 4.53 1.70
H 1.79 5.75 2.30
H 3.31 6.25 1.59
H -0.26 -0.64 0.92
H -2.92 -0.34 2.21
H -4.06 0.38 0.53
H -2.97 2.90 2.15
H 4.07 1.90 5.55
C -1.30 -6.59 -4.54
C -1.95 -5.40 -3.89
C -1.95 -5.37 -2.37
O -3.12 -4.57 -2.11
C -3.98 -4.73 -3.14
O -5.10 -4.34 -3.15
O -3.37 -5.37 -4.16
H -0.21 -6.51 -4.46
H -1.61 -7.52 -4.07
H -1.57 -6.62 -5.59
H -1.54 -4.46 -4.28
H -1.08 -4.88 -1.94
H -2.09 -6.36 -1.93
C 2.18 -10.48 0.67
C 1.67 -9.31 -0.12
C 0.25 -8.86 0.18
O -0.14 -8.28 -1.07
C 0.58 -8.87 -2.05
O 0.36 -8.74 -3.21
O 1.56 -9.63 -1.52
H 2.40 -10.18 1.69
H 1.45 -11.29 0.69
H 3.10 -10.87 0.22
H 2.35 -8.46 -0.04
H 0.17 -8.12 0.97
H -0.40 -9.71 0.39
C 0.32 1.07 6.99
C -1.08 1.35 7.48
C -1.22 1.89 8.89
O -2.51 1.41 9.27
C -2.76 0.28 8.56
O -3.66 -0.46 8.77
O -1.83 0.12 7.60
H 0.83 2.01 6.76
H 0.89 0.53 7.74
H 0.28 0.47 6.09
H -1.62 1.99 6.77
H -1.19 2.97 8.95
H -0.47 1.46 9.56
C 5.86 -0.87 5.86
C 6.56 -2.04 5.22
C 5.74 -3.30 5.04
O 6.75 -4.31 5.07
C 7.80 -3.85 5.80
O 8.72 -4.50 6.16
O 7.63 -2.53 6.05
H 5.17 -0.43 5.15
H 5.32 -1.18 6.75
H 6.58 -0.11 6.16
H 7.01 -1.74 4.26
H 5.19 -3.35 4.11
H 5.06 -3.46 5.89
C 7.58 7.36 1.19
C 6.99 7.44 -0.19
C 6.88 8.82 -0.81
O 5.76 8.66 -1.69
C 4.97 7.68 -1.19
O 3.88 7.42 -1.58
O 5.60 7.04 -0.18
H 8.66 7.52 1.14
H 7.14 8.12 1.84
H 7.39 6.38 1.62
H 7.51 6.76 -0.88
H 7.75 9.13 -1.38
H 6.63 9.57 -0.06
C -4.62 -4.06 -8.68
C -4.53 -3.49 -7.30
C -4.80 -2.00 -7.15
O -4.02 -1.66 -6.00
C -3.01 -2.55 -5.92
O -2.10 -2.47 -5.15
O -3.17 -3.55 -6.80
H -5.67 -4.14 -8.98
H -4.10 -3.43 -9.40
H -4.18 -5.05 -8.71
H -5.15 -4.05 -6.60
H -5.84 -1.75 -6.98
H -4.42 -1.44 -8.01
```

The value obtained for the max |F| is 0.9 eV/Å. Its HOMO-LUMO gap is 0.2974 hartree. The value obtained for the total energy is -131434.790 eV. The calculation puts the LUMO energy at -0.09 eV. Its SMILES is CCCCCC[C@]1(B(O)N(C)C)[C@@](CC(C)C)(NCCCC)C(=O)N[C@@]1([PH2]=N)C(=O)C(F)(F)C(F)(F)C(F)(F)C(=O)O.C[C@@H]1COC(=O)O1.C[C@@H]1COC(=O)O1.C[C@@H]1COC(=O)O1.C[C@@H]1COC(=O)O1.C[C@@H]1COC(=O)O1.C[C@@H]1COC(=O)O1.

12 unconnected molecules or ions with the total composition C49H97BN12O15, computed with ωB97M-V/def2-TZVPD.

Structure (XYZ):
```
174
Properties=species:S:1:pos:R:3
C 17.39 -3.73 -0.67
C 15.76 -3.73 -0.78
C 15.06 -2.26 -0.46
C 13.81 -2.07 -1.54
C 12.51 -1.28 -0.91
C 11.32 -0.97 -2.03
C 10.66 0.54 -1.75
C 9.03 0.59 -1.94
C 8.16 0.35 -0.57
C 6.82 1.31 -0.53
C 5.40 0.43 -0.64
C 4.39 1.00 0.52
C 2.80 0.66 0.29
C 2.45 -0.93 0.11
C 0.85 -1.11 0.56
C 0.40 -1.44 2.13
C 1.51 -1.67 3.36
N 1.28 -3.13 3.81
C -1.19 -1.59 2.61
C -2.42 -1.44 1.50
C -1.96 -1.14 -0.05
C -0.37 -0.96 -0.53
C -0.13 -0.68 -2.17
O 0.81 0.15 -2.65
C -1.21 -1.50 -3.15
C -2.65 -1.67 -2.71
B -3.74 -2.51 -3.64
O -3.49 -3.99 -3.74
O -4.92 -1.92 -4.30
C -6.07 -2.44 -3.50
C -7.10 -1.17 -3.31
C -3.13 -1.02 -1.24
O -4.32 -0.43 -1.05
H 17.93 -2.87 -1.25
H 17.81 -4.75 -1.14
H 17.81 -3.72 0.44
H 15.36 -4.51 0.02
H 15.49 -4.05 -1.89
H 14.71 -2.27 0.66
H 15.90 -1.44 -0.56
H 14.24 -1.58 -2.52
H 13.47 -3.17 -1.83
H 12.10 -1.88 0.03
H 12.91 -0.21 -0.57
H 10.47 -1.79 -2.04
H 11.83 -1.02 -3.10
H 11.04 1.02 -0.73
H 11.12 1.23 -2.60
H 8.77 1.69 -2.33
H 8.68 -0.15 -2.80
H 8.81 0.60 0.39
H 7.85 -0.79 -0.46
H 6.83 2.10 -1.41
H 6.88 1.94 0.46
H 4.99 0.65 -1.74
H 5.58 -0.72 -0.50
H 4.49 2.19 0.50
H 4.81 0.67 1.57
H 2.39 1.33 -0.59
H 2.23 1.02 1.27
H 3.18 -1.55 0.80
H 2.63 -1.25 -1.01
H 1.27 -0.91 4.22
H 2.61 -1.59 2.95
H 0.94 -3.59 2.91
H 0.41 -3.13 4.41
H -1.51 -1.85 3.72
H -3.54 -1.55 1.81
H -0.89 -1.99 -4.17
H -3.77 -4.35 -2.82
H -5.70 -2.91 -2.47
H -6.60 -3.33 -4.09
H -7.24 -1.01 -2.15
H -6.59 -0.20 -3.77
H -8.10 -1.42 -3.87
C -11.75 1.53 -2.78
C -10.76 0.58 -3.39
N -10.17 0.99 -4.55
O -10.49 -0.51 -2.90
H -11.41 1.81 -1.78
H -12.73 1.04 -2.72
H -11.85 2.45 -3.38
H -10.37 1.88 -4.99
H -9.50 0.37 -4.98
C -2.54 -0.52 -8.18
C -3.52 -1.64 -8.37
N -4.25 -2.00 -7.28
O -3.68 -2.21 -9.45
H -2.79 0.30 -8.85
H -1.53 -0.88 -8.40
H -2.55 -0.14 -7.15
H -4.15 -1.55 -6.37
H -4.91 -2.75 -7.39
C 3.47 -4.45 7.72
C 2.01 -4.35 8.09
N 1.16 -4.02 7.08
O 1.59 -4.56 9.22
H 3.82 -5.46 7.92
H 4.03 -3.73 8.32
H 3.63 -4.22 6.66
H 1.46 -3.84 6.13
H 0.18 -3.95 7.30
C -14.27 5.73 -1.66
C -13.28 4.78 -2.27
N -12.69 5.19 -3.43
O -13.01 3.69 -1.78
H -13.93 6.00 -0.66
H -15.25 5.24 -1.60
H -14.38 6.64 -2.25
H -12.89 6.07 -3.87
H -12.02 4.56 -3.86
C -4.98 -1.32 4.52
C -4.43 -1.90 5.79
N -5.30 -1.99 6.83
O -3.27 -2.27 5.91
H -4.88 -2.06 3.72
H -4.41 -0.42 4.26
H -6.04 -1.05 4.62
H -6.27 -1.70 6.78
H -4.95 -2.37 7.70
C -9.90 5.45 0.21
C -10.61 6.71 -0.19
N -9.81 7.79 -0.41
O -11.83 6.79 -0.30
H -10.12 4.67 -0.52
H -10.26 5.13 1.20
H -8.82 5.59 0.26
H -8.81 7.78 -0.33
H -10.27 8.66 -0.68
C -9.09 -5.50 7.88
C -8.14 -4.33 7.91
N -7.18 -4.33 6.95
O -8.21 -3.44 8.74
H -10.11 -5.12 7.75
H -9.02 -6.04 8.83
H -8.87 -6.18 7.06
H -7.09 -5.04 6.24
H -6.53 -3.55 6.95
C -2.90 -4.45 10.19
C -4.16 -3.67 10.45
N -4.59 -3.64 11.74
O -4.77 -3.08 9.56
H -2.14 -3.79 9.77
H -3.12 -5.25 9.48
H -2.51 -4.90 11.11
H -4.12 -4.11 12.50
H -5.43 -3.12 11.93
C -10.08 6.19 -7.29
C -10.16 6.99 -6.02
N -8.98 7.42 -5.51
O -11.22 7.24 -5.46
H -10.64 6.71 -8.07
H -10.51 5.20 -7.12
H -9.04 6.08 -7.63
H -8.08 7.23 -5.93
H -9.01 7.95 -4.65
C 16.51 1.54 -1.69
C 17.49 0.59 -2.30
N 18.08 1.00 -3.46
O 17.77 -0.50 -1.81
H 16.84 1.81 -0.69
H 15.53 1.05 -1.63
H 16.40 2.45 -2.28
H 17.89 1.88 -3.90
H 18.75 0.37 -3.89
C 6.87 5.54 -3.48
C 6.35 4.99 -2.18
N 5.02 5.20 -1.94
O 7.05 4.38 -1.38
H 7.27 4.72 -4.08
H 7.67 6.26 -3.26
H 6.09 6.05 -4.05
H 4.41 5.70 -2.57
H 4.65 4.84 -1.07
```

The value obtained for the max |F| is 8.4 eV/Å. Its HOMO-LUMO gap is 0.2579 hartree. The value obtained for the total energy is -101644.898 eV. The calculation puts the LUMO energy at -1.89 eV. Its SMILES is CCCCCCCCCCCCCCc1c(CN)ccc2c1C(=O)C=C(B(O)OCC)C2=O.CC(N)=O.CC(N)=O.CC(N)=O.CC(N)=O.CC(N)=O.CC(N)=O.CC(N)=O.CC(N)=O.CC(N)=O.CC(N)=O.CC(N)=O.